1.
49
Properties=species:S:1:pos:R:3:forces:R:3 method="wB97M-V/def2-TZVPD" multiplicity=1 max_force_ev_per_a=0.609 smiles=Cc1ccc(C(C)C)cc1OCCCCN1CCCC1 gap_ev=9.3 lumo_energy_ev=0.9 e_above_lowest_kj_mol=28.5
C 2.734 2.645 -1.679 -0.1 0.0 0.0
C 2.754 1.461 -0.760 -0.1 -0.1 -0.3
C 3.285 1.572 0.519 -0.1 -0.1 0.0
C 3.350 0.492 1.376 0.0 0.0 0.1
C 2.904 -0.760 0.970 -0.1 -0.1 -0.2
C 2.970 -1.958 1.885 0.1 0.1 0.2
C 4.406 -2.236 2.331 -0.2 -0.1 -0.1
C 2.054 -1.755 3.094 0.0 -0.2 -0.2
C 2.367 -0.879 -0.302 0.0 0.1 -0.1
C 2.267 0.213 -1.157 0.1 0.0 0.1
O 1.740 0.001 -2.417 0.5 0.0 0.3
C 0.438 0.507 -2.655 -0.6 -0.1 -0.1
C -0.659 -0.185 -1.838 0.3 0.4 0.0
C -0.860 0.416 -0.448 -0.2 -0.3 0.0
C -2.047 -0.234 0.263 0.2 0.1 -0.1
N -3.275 -0.064 -0.478 -0.2 -0.1 0.1
C -4.364 -0.912 -0.032 -0.1 -0.1 -0.1
C -5.570 -0.306 -0.735 0.0 -0.1 0.1
C -5.313 1.195 -0.579 0.0 0.0 0.0
C -3.781 1.305 -0.520 0.1 0.3 -0.2
H 2.742 2.320 -2.717 0.0 0.1 -0.1
H 1.844 3.253 -1.510 0.0 0.1 -0.1
H 3.605 3.274 -1.500 0.0 0.1 0.0
H 3.661 2.532 0.843 0.0 0.1 0.0
H 3.765 0.626 2.364 0.1 0.0 0.1
H 2.612 -2.831 1.328 0.0 0.1 0.0
H 5.053 -2.361 1.466 0.1 0.0 0.0
H 4.446 -3.144 2.928 0.1 -0.1 0.1
H 4.792 -1.415 2.931 0.1 0.1 0.1
H 2.062 -2.640 3.727 0.0 -0.1 0.1
H 2.382 -0.905 3.687 0.0 0.1 0.1
H 1.032 -1.572 2.769 -0.1 0.0 0.0
H 2.008 -1.835 -0.655 -0.1 -0.1 -0.1
H 0.281 0.319 -3.721 0.0 0.1 0.1
H 0.398 1.589 -2.480 0.0 0.0 -0.1
H -0.413 -1.244 -1.750 0.0 -0.1 -0.1
H -1.602 -0.106 -2.379 0.0 -0.1 -0.1
H 0.032 0.275 0.164 0.0 0.1 0.0
H -1.036 1.490 -0.540 0.0 0.1 0.0
H -1.863 -1.308 0.351 0.0 0.0 0.1
H -2.127 0.180 1.288 -0.1 -0.1 -0.1
H -4.172 -1.946 -0.324 0.0 0.0 0.1
H -4.500 -0.877 1.064 0.0 0.0 0.0
H -6.517 -0.620 -0.299 0.0 0.0 0.0
H -5.554 -0.584 -1.788 0.0 -0.1 0.0
H -5.734 1.771 -1.400 0.0 0.1 0.0
H -5.754 1.556 0.350 0.0 0.0 0.0
H -3.379 1.805 -1.405 0.0 0.1 0.1
H -3.467 1.878 0.366 0.0 0.0 0.0

---

2.
53
Properties=species:S:1:pos:R:3:forces:R:3 method="wB97M-V/def2-TZVPD" multiplicity=1 max_force_ev_per_a=0.865 smiles="CCOC(=O)C1(CCOC)CCN(Cc2ccc(COC)o2)CC1" gap_ev=9.2 lumo_energy_ev=0.8 e_above_lowest_kj_mol=1.0
C -0.841 -2.849 0.596 -0.1 0.4 0.2
C -1.552 -1.891 1.541 -0.4 -0.4 -0.2
O -0.734 -0.743 1.764 0.3 -0.2 0.0
C -1.247 0.454 1.514 -0.1 0.3 -0.2
O -2.356 0.643 1.073 0.0 0.0 -0.1
C -0.281 1.601 1.809 0.0 0.3 0.1
C -0.888 2.399 2.980 -0.2 -0.5 0.1
C -1.103 1.570 4.251 0.2 0.4 0.1
O -1.960 0.465 4.093 0.1 -0.2 0.0
C -3.328 0.782 3.988 -0.1 0.1 0.0
C 1.146 1.139 2.113 0.0 -0.2 -0.2
C 1.826 0.525 0.890 0.1 0.0 0.2
N 1.806 1.447 -0.232 0.1 0.1 0.0
C 2.580 0.964 -1.367 -0.2 0.0 -0.1
C 2.033 -0.284 -1.989 0.6 -0.4 0.5
C 2.206 -1.603 -1.681 0.0 0.6 -0.2
C 1.339 -2.331 -2.532 -0.4 0.4 -0.4
C 0.690 -1.406 -3.297 -0.1 -0.8 0.0
C -0.326 -1.551 -4.386 0.0 0.1 0.0
O 0.140 -2.296 -5.491 -0.1 -0.1 0.0
C 1.202 -1.678 -6.176 0.1 0.0 0.0
O 1.112 -0.163 -2.972 -0.1 0.3 -0.2
C 0.442 1.787 -0.593 -0.1 0.3 0.1
C -0.236 2.504 0.568 -0.1 -0.3 -0.2
H -0.672 -2.377 -0.370 0.0 0.0 -0.1
H 0.120 -3.140 1.012 0.1 -0.1 0.0
H -1.449 -3.737 0.451 -0.1 -0.1 0.0
H -2.510 -1.564 1.125 0.2 -0.1 0.1
H -1.719 -2.354 2.518 0.0 0.1 -0.1
H -0.230 3.236 3.223 0.0 0.1 0.0
H -1.847 2.805 2.654 0.0 0.1 0.0
H -0.155 1.146 4.590 0.0 0.1 0.0
H -1.490 2.232 5.042 0.1 -0.1 0.0
H -3.867 -0.157 4.104 -0.1 0.1 0.0
H -3.632 1.475 4.781 0.0 0.0 0.0
H -3.575 1.213 3.013 0.0 0.0 0.1
H 1.146 0.400 2.913 0.1 0.0 0.1
H 1.722 2.009 2.434 0.0 0.0 0.1
H 2.872 0.315 1.132 0.0 -0.1 0.0
H 1.335 -0.428 0.641 0.1 0.1 0.0
H 2.596 1.759 -2.117 0.1 -0.1 0.0
H 3.600 0.780 -1.021 0.0 0.0 -0.1
H 2.874 -2.007 -0.949 0.2 0.0 0.2
H 1.212 -3.393 -2.574 -0.1 -0.2 -0.1
H -0.637 -0.544 -4.703 0.0 -0.1 0.1
H -1.198 -2.102 -4.024 0.1 0.2 0.0
H 2.085 -1.569 -5.536 0.0 0.0 0.0
H 0.909 -0.687 -6.546 0.0 0.0 0.0
H 1.443 -2.324 -7.017 0.1 0.1 0.0
H 0.473 2.445 -1.465 -0.1 -0.1 0.0
H -0.152 0.896 -0.861 0.0 0.0 -0.1
H -1.251 2.780 0.279 0.0 0.0 0.1
H 0.326 3.409 0.805 0.0 0.0 0.0

---

3.
55
Properties=species:S:1:pos:R:3:forces:R:3 method="wB97M-V/def2-TZVPD" multiplicity=1 max_force_ev_per_a=7.968 smiles="CCOCCO[C@@H]1CC[C@@H](CCCNCc2ccccc2O)OS1(=O)=O" gap_ev=9.1 lumo_energy_ev=0.4
C 5.012 -1.897 0.925 -0.7 0.6 0.0
C 5.162 -0.367 0.412 0.2 -0.7 0.8
O 3.996 0.008 -0.393 1.1 1.1 0.7
C 3.818 1.458 -0.288 -0.7 0.0 0.7
C 2.677 1.975 -1.305 0.5 -1.2 -0.4
O 1.972 3.157 -0.798 -0.5 -0.6 0.7
C 0.934 2.762 0.109 -1.2 -3.1 -0.6
C -0.506 2.598 -0.576 0.3 0.9 -1.0
C -1.731 2.372 0.438 -0.5 0.9 -0.2
C -1.353 2.356 1.997 -1.5 -1.7 0.0
C -0.594 1.019 2.497 0.2 0.1 0.0
C -0.986 -0.306 1.686 0.3 -0.9 1.3
C -2.491 -0.818 2.041 0.5 1.8 -0.5
N -3.212 -0.965 0.739 -0.7 -1.0 1.2
C -3.320 -2.380 0.280 -0.8 -0.6 -0.4
C -2.788 -2.671 -1.193 1.3 -1.8 -3.2
C -2.638 -4.188 -1.600 0.9 2.5 -3.1
C -2.165 -4.594 -3.043 -0.5 3.1 0.9
C -1.831 -3.519 -4.110 -1.0 1.7 3.1
C -1.947 -2.023 -3.733 -1.0 -2.8 2.8
C -2.438 -1.635 -2.286 0.4 -2.6 -0.9
O -2.562 -0.232 -2.027 1.2 -1.7 -0.1
O -0.675 3.592 2.448 1.3 -1.3 -2.3
S 0.735 3.864 1.589 5.1 6.0 1.1
O 1.953 3.702 2.461 -3.5 -1.2 -1.5
O 0.773 5.293 1.060 -1.7 -4.3 1.0
H 4.242 -1.878 1.781 1.1 -0.2 -1.4
H 4.614 -2.596 0.099 0.8 1.2 1.2
H 5.978 -2.313 1.369 -1.2 0.7 -0.8
H 6.142 -0.200 -0.170 -1.5 -0.3 0.7
H 5.199 0.292 1.361 0.0 -0.9 -1.5
H 4.818 1.993 -0.447 -1.4 -0.6 0.0
H 3.480 1.661 0.800 0.5 0.0 -1.6
H 1.890 1.155 -1.518 1.4 1.0 0.5
H 3.181 2.191 -2.323 -1.1 0.2 1.7
H 1.225 1.714 0.509 -0.5 1.8 -0.1
H -0.704 3.576 -1.165 0.4 -1.6 1.0
H -0.407 1.784 -1.392 -0.2 1.1 1.4
H -2.444 3.274 0.291 1.2 -1.4 0.3
H -2.363 1.453 0.124 1.2 1.3 0.9
H -2.361 2.366 2.567 1.7 0.3 -0.9
H 0.547 1.160 2.471 -1.7 -0.1 0.1
H -0.894 0.871 3.597 0.6 0.2 -1.6
H -0.823 -0.213 0.557 -0.5 0.0 1.6
H -0.282 -1.150 2.044 -0.8 1.4 -0.6
H -3.011 0.037 2.623 0.8 -1.4 -0.8
H -2.509 -1.742 2.713 0.2 1.1 -1.0
H -4.172 -0.626 0.887 0.7 -0.2 -0.3
H -4.443 -2.663 0.297 1.7 0.3 -0.2
H -2.832 -3.091 1.056 -0.5 1.1 -1.5
H -2.887 -5.013 -0.850 0.4 1.4 -1.2
H -2.092 -5.704 -3.341 -0.1 2.0 0.7
H -1.497 -3.754 -5.188 -0.6 0.1 2.1
H -1.690 -1.170 -4.461 -0.5 -1.6 1.3
H -1.701 0.023 -1.620 -1.0 -0.1 -0.3

---

4.
74
Properties=species:S:1:pos:R:3:forces:R:3 method="wB97M-V/def2-TZVPD" multiplicity=1 max_force_ev_per_a=10.320 gap_ev=3.4 charge=+3 lumo_energy_ev=-11.1 e_above_lowest_kj_mol=1383.8
C -2.783 1.613 -0.439 0.1 -0.1 1.3
O -2.003 1.548 -1.686 -0.9 -1.7 0.8
C -1.996 0.111 -2.087 -1.7 -0.5 -0.3
C -1.317 -0.176 -3.547 -0.4 1.4 0.2
C 0.301 -0.390 -3.554 0.5 -1.0 0.6
C 1.040 -0.314 -2.097 1.7 0.8 2.7
C 1.902 1.039 -1.621 -0.9 -4.4 1.8
N 2.617 1.058 -0.280 -1.4 -2.9 -0.3
C 2.615 -0.116 0.717 -2.1 -2.1 -2.1
C 3.452 -0.063 2.140 -0.4 0.4 -0.6
C 3.250 1.322 2.996 0.1 0.3 1.0
C 1.828 2.088 2.707 3.1 -1.6 -0.3
S 1.445 3.408 4.012 -3.5 3.3 5.5
O 0.759 2.811 5.264 3.5 1.3 -5.0
O 0.483 4.486 3.419 4.4 -2.6 1.3
O 2.901 4.191 4.521 -2.4 -1.5 -2.6
C 1.786 -1.526 0.374 0.2 3.3 -3.1
C 0.968 -1.640 -1.079 2.5 2.5 1.2
C 0.127 -3.013 -1.482 3.2 -7.6 -1.4
O 0.815 -4.175 -1.640 -6.5 8.0 0.8
O -1.333 -3.100 -1.641 2.6 1.5 -1.0
H -3.730 0.927 -0.408 1.8 1.2 -0.4
H -3.153 2.705 -0.165 1.1 -2.2 -1.0
H -2.060 1.207 0.420 -1.8 0.6 -1.7
H -1.591 -0.540 -1.203 -0.4 1.1 -1.8
H -3.150 -0.177 -2.195 2.5 0.4 0.1
H -1.545 0.777 -4.225 0.3 -2.1 1.5
H -1.865 -1.081 -4.051 1.2 1.7 1.1
H 0.496 -1.490 -3.975 0.0 2.5 0.8
H 0.821 0.378 -4.285 -0.9 -1.6 1.3
H 2.023 2.000 -2.300 -0.1 -2.3 2.5
H 3.195 1.894 0.034 -1.0 -1.5 -1.0
H 3.065 -0.946 2.806 0.8 1.6 -1.6
H 4.604 -0.194 1.941 -2.3 0.1 0.3
H 3.246 1.010 4.147 0.1 0.8 -2.5
H 4.160 2.059 2.826 -2.0 -1.5 0.4
H 0.906 1.337 2.707 4.2 0.6 1.0
H 1.839 2.673 1.669 0.5 -1.3 2.4
H 3.231 4.720 3.732 -0.4 -0.5 1.1
H 1.785 -2.431 1.135 0.1 2.1 -2.1
H -1.587 -3.238 -2.620 0.9 -0.2 1.9
Cl 0.620 8.885 2.522 0.1 -0.2 -0.1
C -0.048 8.056 3.949 -0.4 -0.5 0.4
C -1.508 8.408 4.186 -0.1 0.2 0.2
Cl -1.716 10.100 4.704 0.1 -0.2 -0.2
H 0.574 8.310 4.813 -0.1 0.2 -0.2
H 0.049 6.981 3.764 0.0 0.2 0.0
H -1.917 7.781 4.984 0.2 0.0 -0.1
H -2.112 8.251 3.287 0.2 0.1 0.1
C 0.987 -4.674 3.924 -0.1 -0.8 0.7
Cl -0.203 -5.456 2.852 0.3 0.3 0.2
Cl 2.256 -5.847 4.358 -0.5 0.5 -0.3
Cl 1.722 -3.287 3.083 0.0 -0.2 0.4
Cl 0.171 -4.108 5.404 0.3 -0.1 -0.5
O 1.784 -6.783 -4.243 -0.1 0.6 -0.7
S 1.882 -5.458 -4.882 -0.8 -0.3 0.1
O 2.854 -4.628 -4.146 -0.2 0.1 -0.7
O 0.562 -4.803 -4.861 0.6 -0.1 0.5
O 2.330 -5.617 -6.277 0.4 0.0 1.0
Cs -0.536 2.603 2.024 -7.1 1.3 -2.8
Al 1.748 2.608 -4.150 -0.1 0.5 -1.4
C -4.122 -5.826 -1.974 -1.2 1.1 -0.4
C -3.869 -5.701 -3.462 0.5 -0.2 0.0
O -2.579 -5.153 -3.691 0.2 0.0 0.4
H -4.047 -4.848 -1.488 0.1 -0.3 0.1
H -5.114 -6.242 -1.780 0.1 -0.2 0.2
H -3.371 -6.471 -1.507 -0.5 2.3 0.0
H -4.608 -5.037 -3.921 0.1 -0.2 0.1
H -3.929 -6.677 -3.954 -0.2 0.0 -0.1
H -1.930 -5.754 -3.287 0.1 0.5 -0.5
Cl -1.437 9.247 0.835 -0.2 2.7 -0.1
F 2.778 -3.461 -1.138 0.9 1.9 0.7
F -1.993 11.834 0.428 0.2 -2.4 0.1
Al -2.828 -7.989 -1.345 1.0 -3.0 0.3